Here is 6 unconnected molecules or ions with the total composition C7H19NO5 at a distorted geometry from the Open Molecules 2025 dataset. Energies are from the ωB97M-V functional and the def2-TZVPD basis.

The value obtained for the molecular weight is 197.23 g mol⁻¹. Its energy above the lowest of the compared OMol25 structures with the same formula, charge and spin is 3.148 eV. The value obtained for the gap between HOMO and LUMO is 8.39 eV. As for the HOMO energy: -8.1 eV. The value obtained for the calculated total energy is -708.97008 hartree.

Last column: Mulliken charge in e.
CARTESIAN COORDINATES (ANGSTROEM)
C -0.790 2.082 -0.728  -0.91
C 0.058 0.988 -1.256  0.80
C 1.187 1.267 -2.030  -1.62
N 1.958 0.083 -2.173  -0.01
C 1.225 -0.914 -1.444  -0.88
C -0.045 -0.420 -1.041  1.12
C -1.104 -1.173 -0.431  -0.39
C -1.239 -2.494 -0.677  -0.80
H -0.522 2.234 0.341  0.14
H -0.795 2.966 -1.349  0.43
H -1.900 1.766 -0.727  0.22
H 1.536 2.295 -2.169  0.50
H 2.820 -0.038 -2.649  0.18
H 1.810 -1.843 -1.489  0.41
H -1.750 -0.662 0.290  0.31
H -0.647 -3.261 -1.128  0.27
H -2.158 -3.133 -0.372  0.23
H -1.517 -1.424 3.282  0.38
H -1.391 0.170 3.412  0.36
O -0.993 -0.621 3.775  -0.74
H -2.537 -0.994 -2.141  0.40
H -2.753 0.562 -2.218  0.32
O -3.036 -0.246 -1.750  -0.66
H 0.773 1.577 1.576  0.28
H 0.317 0.413 2.655  0.29
O 0.055 1.090 2.067  -0.60
H 2.711 2.515 1.166  0.28
H 2.424 1.841 -0.244  0.33
O 1.971 2.124 0.552  -0.62
H 1.235 -1.788 1.766  0.31
H 0.303 -1.541 2.836  0.33
O 1.076 -2.129 2.609  -0.65